Entry 1:
The following is a DFT calculation (ωB97M-V with the def2-TZVPD basis set) of a molecular structure, C34H23ClN7O3Rh.

Properties
Multiplicity = 1
HOMO-LUMO gap = 7.28 eV
Highest occupied orbital energy = -7.999 eV

XYZ file:
```
69
C34H23ClN7O3Rh, DFT ωB97M-V with the def2-TZVPD basis set
Rh 0.14826 0.39764 -0.33976
C -4.04361 0.94121 -0.69742
C -4.60874 -0.32455 -0.81348
C -3.77719 -1.41463 -0.84113
C -2.38625 -1.25347 -0.75356
N -1.85156 -0.02335 -0.66162
C -2.67723 1.03866 -0.62189
N -1.67198 -2.43595 -0.76180
C -0.41543 -2.51780 -0.52710
N 0.49162 -1.55788 -0.17393
C 1.75951 -2.06692 -0.20847
N 2.90857 -1.49867 -0.09288
C 3.08856 -0.15428 0.15648
C 4.41673 0.24290 0.37334
C 4.69637 1.52333 0.77754
C 3.64033 2.40584 0.99663
C 2.36414 1.97756 0.72941
N 2.09270 0.74130 0.26321
C 1.65306 -3.52522 -0.46422
C 2.62321 -4.50097 -0.56288
C 2.19147 -5.78869 -0.86870
C 0.84166 -6.06733 -1.07743
C -0.12494 -5.06987 -0.98323
C 0.31495 -3.80283 -0.66248
H -4.64257 1.83898 -0.65895
H -5.68177 -0.45274 -0.86946
H -4.14845 -2.42554 -0.91632
H -2.19576 1.99067 -0.50980
H 5.18356 -0.50443 0.23527
H 5.71964 1.82804 0.95485
H 3.79815 3.40917 1.36521
H 1.50453 2.61322 0.87901
H 3.66784 -4.26619 -0.41000
H 2.91602 -6.58829 -0.95336
H 0.54344 -7.07830 -1.32337
H -1.17422 -5.26923 -1.15270
O 0.57513 0.01650 -2.24031
C 1.66512 0.54174 -2.75814
C 2.54061 -0.27099 -3.49270
C 3.67151 0.25536 -4.08060
C 3.97722 1.60992 -3.95199
C 3.12302 2.42147 -3.23283
C 1.96376 1.91248 -2.64197
C 1.06844 2.78974 -1.88824
N 0.08471 2.42050 -1.07157
C -0.44538 3.57271 -0.52780
C 0.18754 4.64791 -1.05236
N 1.13941 4.13798 -1.90986
H 2.30221 -1.32403 -3.57220
H 4.33483 -0.39683 -4.63506
H 4.86971 2.01984 -4.40397
H 3.37695 3.46934 -3.11347
H -1.21389 3.55053 0.22544
H 0.06427 5.70342 -0.89220
H 1.76735 4.67191 -2.48311
Cl 1.77266 -2.64114 6.48933
C 1.00911 -1.57277 5.34556
C 1.21854 -1.76366 3.99198
C 0.61666 -0.90042 3.08732
C -0.19882 0.13500 3.52066
C -0.40274 0.29549 4.88967
C 0.20143 -0.54630 5.80775
C -0.88351 1.12857 2.61060
O -1.77661 1.82104 3.07255
O -0.45398 1.32418 1.39283
H 1.84651 -2.57566 3.64981
H 0.78164 -1.05443 2.03743
H -1.05111 1.09546 5.21951
H 0.04899 -0.41575 6.87017
```

Entry 2:
The following is a DFT calculation (ωB97M-V with the def2-TZVPD basis set) of a molecular structure, C34H25BrCrN9O2S at a distorted geometry.

Properties
Multiplicity = 4
HOMO-LUMO gap (spin up / spin down) = 5.56 / 5.46 eV
Highest occupied orbital energy (spin up / spin down) = -7.029 / -7.057 eV

XYZ file:
```
73
C34H25BrCrN9O2S, DFT ωB97M-V with the def2-TZVPD basis set
Cr -0.84401 0.82382 1.80893
N -4.02760 -1.92491 2.97014
C -3.13213 -0.93331 2.62812
S -1.57411 -0.76862 3.34920
N -3.71073 -0.01504 1.87397
N -2.84532 0.88005 1.30783
C -3.35573 1.52793 0.34640
C -2.65752 2.49812 -0.45462
C -3.40251 3.01196 -1.55280
C -2.86895 4.05352 -2.29453
C -1.62361 4.57953 -1.93386
C -0.81868 4.05439 -0.91064
C -1.33663 3.00475 -0.10033
O -0.64511 2.52707 0.89244
H -3.87727 -2.40804 3.84448
H -4.96784 -1.73437 2.76293
H -4.38188 1.36847 0.15489
H -4.33790 2.46701 -1.78988
H -3.49629 4.41291 -3.10447
H -1.24400 5.48456 -2.43868
H 0.17610 4.45735 -0.71521
C 4.54891 -0.27655 0.61652
C 3.62968 -1.14515 1.11043
C 2.48771 -0.69254 1.74522
C 2.33037 0.74204 1.92758
C 3.27379 1.59573 1.41529
C 4.35562 1.08944 0.67381
N 1.17480 1.16472 2.64370
N 1.27868 2.06629 3.48729
C 0.06337 2.64739 4.00570
C 0.22330 3.66035 4.92471
C -0.94772 4.31397 5.34677
C -2.13661 3.80988 4.88099
C -2.20057 2.71967 3.96060
N -1.10041 2.18125 3.49311
H 5.44963 -0.69732 0.15161
H 3.76560 -2.20110 1.00638
H 1.81115 -1.29097 2.34334
H 3.15763 2.68043 1.55935
H 5.07683 1.83484 0.31816
H 1.16372 4.04431 5.21608
H -0.82639 5.14853 6.02472
H -3.06146 4.27981 5.10728
H -3.09186 2.28578 3.60922
Br 5.78156 -4.58984 -1.08692
C 4.41955 -4.12789 -2.28111
C 3.12711 -4.62282 -2.10914
C 2.09496 -4.27648 -2.95317
C 2.35351 -3.39162 -4.02009
C 3.63817 -2.95944 -4.21705
C 4.62767 -3.27000 -3.34803
N 1.35323 -3.11778 -4.92363
N 0.36029 -2.48088 -4.58268
C 0.22643 -1.91759 -3.21395
C 1.17481 -1.08248 -2.66812
C 1.00140 -0.46513 -1.45314
C -0.12644 -0.80983 -0.65208
O -0.25014 -0.43159 0.57319
C -1.17790 -1.58747 -1.28864
N -2.32145 -1.76937 -0.56096
C -3.19105 -2.58622 -1.11230
C -3.04842 -3.18733 -2.37550
C -2.00775 -2.85814 -3.15613
C -1.00895 -2.08760 -2.58201
H 2.90268 -5.22679 -1.24373
H 1.06102 -4.58529 -2.76548
H 3.82903 -2.22835 -5.04229
H 5.61803 -2.94716 -3.62029
H 2.04868 -0.91260 -3.29573
H 1.78351 0.15564 -1.00622
H -4.04088 -2.86380 -0.44164
H -3.78579 -3.89580 -2.68481
H -1.89693 -3.20431 -4.10053
```

Entry 3:
The following is a DFT calculation (ωB97M-V with the def2-TZVPD basis set) of a molecular structure, C34H25IrN4O7 at a distorted geometry.

Properties
Multiplicity = 1
HOMO-LUMO gap = 6.33 eV
Highest occupied orbital energy = -7.233 eV

XYZ file:
```
71
C34H25IrN4O7, DFT ωB97M-V with the def2-TZVPD basis set
Ir 0.23981 -0.09292 -0.57898
C -1.30126 -2.15948 -3.25991
O -1.45731 -1.18449 -2.23087
C -2.70787 -0.75357 -1.93493
C -3.83034 -1.08975 -2.68905
C -5.07174 -0.55699 -2.38512
C -5.20335 0.33103 -1.32891
C -4.09235 0.66149 -0.57568
C -2.84104 0.11806 -0.84793
N -1.67543 0.44821 -0.05904
N -1.90009 1.37248 0.76461
C -0.97415 2.00073 1.54416
C 0.34201 1.55370 1.74155
O 0.81030 0.47665 1.20198
C 1.21189 2.28535 2.61192
C 0.80433 3.43891 3.18222
C -0.51901 3.94969 2.98377
C -0.92147 5.16867 3.56176
C -2.19066 5.65047 3.37722
C -3.10305 4.90839 2.61059
C -2.72922 3.72006 2.03442
C -1.42480 3.21388 2.19596
H -1.58992 -1.74861 -4.22978
H -1.89603 -3.04680 -3.03621
H -0.24588 -2.40521 -3.27244
H -3.73230 -1.75963 -3.52831
H -5.93167 -0.83855 -2.97819
H -6.16323 0.76565 -1.08590
H -4.18488 1.33721 0.25882
H 2.20688 1.88541 2.75788
H 1.48972 4.00379 3.80385
H -0.20934 5.71824 4.16643
H -2.49167 6.59057 3.81994
H -4.11408 5.27179 2.47807
H -3.44051 3.15703 1.44898
O 2.25444 -0.27127 -0.88685
C 3.14996 0.64200 -0.68687
C 4.49420 0.21567 -0.54079
C 5.51259 1.10583 -0.32380
C 5.25904 2.48264 -0.23977
C 3.97038 2.92495 -0.40187
C 2.90672 2.03867 -0.63945
C 1.58009 2.55224 -0.91114
N 0.49925 1.85362 -1.24846
C -0.50707 2.75897 -1.54098
C -0.04066 4.01219 -1.36427
N 1.27087 3.86823 -0.96401
H 4.67567 -0.84882 -0.60766
H 6.52618 0.74003 -0.21454
H 6.06128 3.18397 -0.05768
H 3.78826 3.99319 -0.35380
H -1.48200 2.44079 -1.86618
H -0.51028 4.97230 -1.47434
H 1.89921 4.61311 -0.72568
O 0.93468 -2.28359 -1.86635
C 0.70969 -2.72702 -0.73536
O 0.16132 -1.99645 0.18087
C 0.99688 -4.14705 -0.39138
C 1.95102 -4.83513 -1.12551
C 2.25268 -6.17101 -0.84895
C 1.53760 -6.76744 0.15886
O 1.62426 -8.05750 0.60648
C 0.58895 -8.20403 1.57744
O 0.03616 -6.91746 1.83169
C 0.58444 -6.08088 0.89156
C 0.29454 -4.76519 0.65408
H 2.45679 -4.31223 -1.92541
H 3.01147 -6.71193 -1.39652
H 1.00819 -8.61196 2.49724
H -0.18741 -8.86664 1.18227
H -0.43167 -4.21424 1.23427
```